Model 1:
Molecular formula: C2H4N2O2
Method: DFT, ωB97M-V with the def2-TZVPD basis set

Its total charge is 0. The multiplicity is 1. The calculation puts the LUMO energy at 0.624 eV. The HOMO energy comes out at -9.0 eV. As for the SMILES: O=c1cn1.NO. The calculation puts the gap between HOMO and LUMO at 9.67 eV.

Atoms and positions in Å:
C (0.655, 0.925, -0.455)
N (-1.864, -0.661, 0.143)
C (1.905, 0.296, 0.023)
O (-0.470, -0.907, 0.396)
N (1.420, 0.959, 0.997)
O (-0.125, 1.368, -1.208)
H (-1.904, 0.199, -0.410)
H (-2.132, -1.422, -0.478)
H (-0.278, -0.564, 1.321)
H (2.793, -0.193, -0.329)


Model 2:
Molecular formula: C2H4N2O2
Method: DFT, ωB97M-V with the def2-TZVPD basis set

Its total charge is 0. The multiplicity is 1. The calculation puts the LUMO energy (spin up / spin down) at -0.284 / -0.284 eV. The HOMO energy (spin up / spin down) comes out at -10.4 / -10.4 eV. As for the SMILES: [H]/N=[N+](\[O-])C(C)=O. The calculation puts the gap between HOMO and LUMO (spin up / spin down) at 10.14 / 10.14 eV.

Atoms and positions in Å:
C (-0.298, -0.788, 0.100)
C (1.089, -0.737, -0.141)
N (-0.269, 1.560, 0.024)
N (-1.018, 0.606, 0.052)
O (-0.988, -1.750, 0.098)
O (-2.271, 0.605, 0.046)
H (1.468, -0.254, 0.729)
H (1.528, -0.096, -0.915)
H (1.543, -1.667, -0.075)
H (-0.783, 2.521, 0.082)


model 2 (39.9 kcal/mol below the next structure)


Model 1:
Molecular formula: C2H4NO3
Method: DFT, ωB97M-V with the def2-TZVPD basis set

Its total charge is +1. The multiplicity is 1. The calculation puts the LUMO energy at -6.308 eV. The HOMO energy comes out at -17.6 eV. The calculation puts the gap between HOMO and LUMO at 11.28 eV.

Atoms and positions in Å:
C (-0.567, -0.257, 0.344)
C (1.608, 0.628, -0.099)
N (-2.025, -0.410, 0.120)
O (-1.714, -0.848, -1.004)
O (-3.056, -0.227, 0.657)
O (0.197, 0.685, 0.029)
H (-0.265, -1.315, 0.592)
H (1.832, 0.628, -1.225)
H (1.933, -0.361, 0.193)
H (2.058, 1.476, 0.393)


Model 2:
Molecular formula: C2H4NO3
Method: DFT, ωB97M-V with the def2-TZVPD basis set

Its total charge is +1. The multiplicity is 1. The calculation puts the LUMO energy at -6.921 eV. The HOMO energy comes out at -16.4 eV. The calculation puts the gap between HOMO and LUMO at 9.51 eV.

Atoms and positions in Å:
C (0.611, -0.295, -0.128)
C (-1.231, 0.444, 1.110)
N (1.477, -0.151, -1.542)
O (1.634, -1.120, -2.137)
O (1.590, 1.016, -1.707)
O (-0.165, 0.560, 0.199)
H (0.486, -1.816, 0.582)
H (-2.040, -0.020, 0.618)
H (-1.547, 1.464, 1.100)
H (-0.816, -0.082, 1.906)


Model 3:
Molecular formula: C2H4NO3
Method: DFT, ωB97M-V with the def2-TZVPD basis set

Its total charge is +1. The multiplicity is 1. The calculation puts the LUMO energy (spin up / spin down) at -7.024 / -7.023 eV. The HOMO energy (spin up / spin down) comes out at -16.6 / -16.6 eV. The calculation puts the gap between HOMO and LUMO (spin up / spin down) at 9.55 / 9.55 eV.

Atoms and positions in Å:
C (1.727, 0.323, 0.157)
C (-0.311, -0.933, -0.615)
N (3.228, 0.260, -0.037)
O (3.426, -0.894, 0.238)
O (3.950, 1.199, -0.252)
O (0.965, -0.241, -0.572)
H (1.486, 0.580, 1.933)
H (-0.361, -1.413, 0.390)
H (-0.327, -1.626, -1.475)
H (-1.130, -0.189, -0.447)


model 1 (55.4 kcal/mol below the next structure)


Model 1:
Molecular formula: H14O7
Method: DFT, ωB97M-V with the def2-TZVPD basis set

Its total charge is 0. The multiplicity is 1. The calculation puts the LUMO energy at -0.169 eV. The HOMO energy comes out at -10.6 eV. As for the SMILES: O.O.O.O.O.O.O. The calculation puts the gap between HOMO and LUMO at 10.40 eV.

Atoms and positions in Å:
H (-0.612, 1.587, -0.109)
H (-0.138, 0.402, 0.546)
H (2.131, -1.923, -1.419)
H (3.029, -2.811, -2.211)
H (-0.509, -1.856, 2.769)
H (-1.444, -2.820, 3.482)
H (-1.658, -2.296, -1.827)
H (-0.312, -1.904, -1.471)
H (1.263, 0.232, 1.304)
H (2.359, -0.107, 0.388)
H (-4.788, 1.991, -0.667)
H (-4.461, 2.578, -2.038)
H (2.274, 3.679, 0.386)
H (3.498, 3.142, 1.316)
O (-0.795, 0.707, -0.091)
O (2.194, -2.285, -2.278)
O (-1.378, -1.934, 3.179)
O (-1.174, -2.039, -1.094)
O (1.448, -0.346, 0.527)
O (-4.154, 2.389, -1.160)
O (3.228, 3.614, 0.468)


Model 2:
Molecular formula: H14O7
Method: DFT, ωB97M-V with the def2-TZVPD basis set

Its total charge is 0. The multiplicity is 1. The calculation puts the LUMO energy at 0.381 eV. The HOMO energy comes out at -10.9 eV. As for the SMILES: O.O.O.O.O.O.O. The calculation puts the gap between HOMO and LUMO at 11.33 eV.

Atoms and positions in Å:
O (-6.271, -27.209, -4.624)
H (-6.218, -26.790, -5.478)
H (-7.146, -26.987, -4.303)
O (-2.473, -25.378, -0.305)
H (-2.272, -26.303, -0.176)
H (-1.654, -24.929, -0.477)
O (-4.625, -27.290, -2.257)
H (-4.530, -26.284, -2.213)
H (-5.232, -27.439, -3.035)
O (-4.581, -24.575, -1.992)
H (-3.902, -24.794, -1.370)
H (-4.138, -24.090, -2.645)
O (-5.508, -26.972, 0.583)
H (-5.143, -27.192, -0.272)
H (-6.352, -26.514, 0.371)
O (-2.021, -27.769, -2.074)
H (-1.661, -28.464, -2.562)
H (-2.964, -27.635, -2.240)
O (-7.187, -25.411, -2.283)
H (-6.325, -25.024, -2.046)
H (-7.374, -25.902, -1.483)


Model 3:
Molecular formula: H14O7
Method: DFT, ωB97M-V with the def2-TZVPD basis set

Its total charge is 0. The multiplicity is 1. The calculation puts the LUMO energy at 0.008 eV. The HOMO energy comes out at -10.2 eV. As for the SMILES: O.O.O.O.O.O.O. The calculation puts the gap between HOMO and LUMO at 10.23 eV.

Atoms and positions in Å:
O (-13.191, 16.662, 16.647)
H (-12.429, 17.109, 16.914)
H (-12.801, 15.904, 16.279)
O (-12.330, 20.803, 12.200)
H (-13.285, 21.006, 12.122)
H (-12.459, 19.918, 12.602)
O (-10.567, 17.523, 16.849)
H (-10.006, 18.213, 17.168)
H (-10.247, 16.789, 17.394)
O (-14.419, 15.852, 12.997)
H (-14.983, 16.156, 12.246)
H (-14.076, 15.041, 12.779)
O (-10.893, 18.450, 11.906)
H (-10.450, 19.161, 12.328)
H (-11.448, 18.002, 12.509)
O (-9.593, 17.353, 14.309)
H (-10.073, 17.359, 15.142)
H (-9.641, 18.233, 13.978)
O (-12.667, 18.112, 14.019)
H (-13.380, 17.481, 13.912)
H (-12.736, 18.143, 14.943)


Model 4:
Molecular formula: H14O7
Method: DFT, ωB97M-V with the def2-TZVPD basis set

Its total charge is 0. The multiplicity is 1. The calculation puts the LUMO energy at -0.186 eV. The HOMO energy comes out at -11.1 eV. As for the SMILES: O.O.O.O.O.O.O. The calculation puts the gap between HOMO and LUMO at 10.91 eV.

Atoms and positions in Å:
H (-1.036, 0.182, 0.477)
H (0.328, -0.193, -0.078)
H (0.153, 3.252, -0.973)
H (0.683, 3.550, -2.366)
H (-5.311, -0.158, -0.301)
H (-6.619, 0.601, -0.146)
H (-0.924, -1.431, 3.260)
H (-0.583, -1.152, 1.805)
H (-0.220, -2.949, -1.573)
H (1.269, -3.100, -1.305)
H (3.151, 3.844, 0.914)
H (1.745, 3.468, 0.474)
H (4.573, -2.751, 0.124)
H (3.327, -3.156, -0.646)
O (-0.584, -0.032, -0.346)
O (0.811, 3.780, -1.439)
O (-6.266, -0.287, -0.275)
O (-0.977, -0.745, 2.585)
O (0.435, -3.582, -1.258)
O (2.248, 4.180, 0.886)
O (3.798, -3.321, 0.179)


model 2 (24.8 kcal/mol below the next structure)


Model 1:
Molecular formula: H14O7
Method: DFT, ωB97M-V with the def2-TZVPD basis set

Its total charge is 0. The multiplicity is 1. The calculation puts the LUMO energy at -0.235 eV. The HOMO energy comes out at -10.5 eV. As for the SMILES: O.O.O.O.O.O.O. The calculation puts the gap between HOMO and LUMO at 10.23 eV.

Atoms and positions in Å:
O (7.969, -14.373, 11.466)
H (7.746, -14.530, 12.360)
H (8.702, -13.776, 11.465)
O (1.635, -18.658, 12.378)
H (0.864, -18.191, 12.706)
H (2.474, -18.258, 12.661)
O (5.055, -14.435, 10.753)
H (5.803, -13.855, 10.662)
H (5.118, -14.780, 9.888)
O (5.204, -14.851, 13.895)
H (4.999, -14.170, 13.253)
H (6.092, -14.806, 14.234)
O (8.035, -17.781, 9.996)
H (7.294, -17.555, 10.532)
H (8.806, -17.691, 10.553)
O (3.604, -16.866, 13.067)
H (2.961, -16.329, 12.575)
H (4.342, -16.298, 13.265)
O (5.960, -17.123, 11.616)
H (6.009, -16.149, 11.422)
H (5.196, -17.308, 12.152)


Model 2:
Molecular formula: H14O7
Method: DFT, ωB97M-V with the def2-TZVPD basis set

Its total charge is 0. The multiplicity is 1. The calculation puts the LUMO energy at -0.487 eV. The HOMO energy comes out at -8.2 eV. The calculation puts the gap between HOMO and LUMO at 7.69 eV.

Atoms and positions in Å:
O (-1.792, 1.245, -0.044)
H (-1.776, 1.347, -0.996)
H (-2.313, 1.984, 0.268)
O (2.555, 0.327, -0.221)
H (2.039, 0.044, -0.976)
H (3.251, 0.867, -0.596)
O (2.141, -0.797, -2.288)
H (3.023, -0.805, -2.659)
H (1.604, -1.257, -2.933)
O (-1.337, 0.485, 1.880)
H (-1.686, 0.814, 1.051)
H (-0.771, 1.189, 2.197)
O (-2.250, -1.238, 0.973)
H (-1.783, -0.403, 1.003)
H (-1.681, -1.848, 1.442)
O (0.288, -0.977, 1.538)
H (-0.322, -0.294, 1.815)
H (0.476, -0.775, 0.621)
O (0.227, -0.278, -0.482)
H (0.464, -0.061, -1.383)
H (-0.358, 0.430, -0.211)


model 1 (158.5 kcal/mol below the next structure)